Below is C38H47GeN9O2SSr as an isolated structure in a non-equilibrium geometry, with properties calculated with ωB97M-V with the def2-TZVPD basis set.

```
99
Properties=species:S:1:pos:R:3:forces:R:3
Sr -0.590 -1.377 0.029 0.0 1.4 -0.7
N 1.388 -2.236 1.588 -0.2 -0.2 0.6
C 0.785 -3.153 2.582 0.0 0.0 -0.4
C -0.238 -4.074 1.918 -0.3 0.3 0.0
N -1.426 -3.373 1.351 -0.2 -0.2 0.7
C -2.247 -4.311 0.550 0.1 0.3 0.2
C -3.237 -3.600 -0.365 0.2 0.2 -0.1
N -2.496 -2.740 -1.302 -0.3 -0.4 0.4
C -2.227 -2.677 2.407 0.2 0.1 -0.3
C -2.053 -1.136 2.490 -0.1 0.0 -0.2
N -2.471 -0.425 1.239 -0.8 0.0 1.3
H 2.012 -1.606 2.077 0.1 0.0 -0.1
H 1.935 -2.751 0.904 -0.1 0.0 -0.1
H 1.526 -3.784 3.080 0.0 0.0 0.0
H 0.323 -2.554 3.370 0.0 0.0 0.0
H 0.255 -4.594 1.095 0.0 0.0 0.0
H -0.558 -4.827 2.649 0.0 0.0 0.0
H -1.562 -4.880 -0.082 0.0 0.0 0.0
H -2.764 -5.027 1.201 -0.1 0.0 0.0
H -3.859 -4.357 -0.851 0.0 0.0 0.0
H -3.917 -2.967 0.210 0.0 0.0 0.0
H -1.957 -3.311 -1.943 0.0 0.0 0.0
H -3.104 -2.154 -1.861 0.0 0.0 0.0
H -3.288 -2.883 2.250 0.0 0.0 -0.1
H -1.983 -3.087 3.392 0.0 0.0 0.0
H -2.616 -0.796 3.362 0.0 0.0 0.1
H -0.995 -0.884 2.705 -0.3 -0.1 -0.2
H -3.459 -0.572 1.061 0.0 0.0 0.0
H -2.346 0.583 1.326 0.0 -0.1 0.0
C 2.747 0.507 -4.427 0.0 0.0 0.0
C 1.816 0.285 -3.272 0.1 -0.5 0.1
N 1.128 1.196 -2.704 0.0 0.1 -0.3
O 1.349 2.469 -3.294 -0.2 -0.2 0.2
C 1.660 -1.136 -2.782 0.1 0.6 -0.3
C 2.303 -2.245 -3.553 0.2 0.0 -0.1
N 0.933 -1.320 -1.749 0.7 -0.6 -0.2
O 0.681 -2.589 -1.340 0.9 -0.4 -1.1
H 2.755 1.536 -4.764 0.0 0.1 0.0
H 2.460 -0.132 -5.263 0.0 0.0 0.0
H 3.763 0.222 -4.145 0.0 0.0 0.0
H 0.734 3.015 -2.792 0.0 0.1 0.0
H 3.394 -2.185 -3.500 0.0 0.0 0.0
H 2.035 -2.209 -4.611 0.0 0.0 0.1
H 1.990 -3.200 -3.143 0.0 0.0 0.0
N -1.867 1.225 -4.478 0.1 -0.2 -0.1
C -1.447 0.032 -5.035 -0.1 0.4 -0.2
C -1.176 -0.334 -6.351 0.0 0.0 0.1
C -0.727 -1.624 -6.548 0.0 -0.1 0.0
C -0.538 -2.506 -5.468 -0.1 0.2 -0.1
C -0.813 -2.123 -4.172 -0.1 -0.1 -0.1
C -1.303 -0.832 -3.957 0.0 -0.2 0.6
N -1.631 -0.179 -2.758 0.0 -0.2 -0.3
C -1.939 1.030 -3.128 0.0 0.5 0.1
C -2.293 2.165 -2.257 0.2 -0.7 0.1
C -2.733 3.365 -2.720 -0.1 0.1 -0.1
S -3.016 4.416 -1.419 -0.1 0.4 0.0
C -2.525 3.200 -0.345 0.2 -0.6 0.2
N -2.169 2.064 -0.886 -0.2 0.5 -0.1
H -1.980 2.098 -4.960 0.0 0.0 0.0
H -1.300 0.354 -7.176 0.0 0.0 0.0
H -0.500 -1.959 -7.551 0.0 0.0 0.0
H -0.151 -3.498 -5.660 0.0 0.0 0.0
H -0.584 -2.784 -3.347 0.0 0.0 0.1
H -2.929 3.666 -3.736 0.0 0.0 0.0
H -2.518 3.381 0.717 0.0 0.0 0.2
C -2.268 4.777 3.216 0.0 0.0 0.0
C -2.529 3.459 3.572 0.1 0.0 -0.1
C -1.613 2.463 3.252 0.0 0.2 0.0
C -0.419 2.762 2.585 -0.3 0.3 0.1
C -0.169 4.094 2.241 -0.2 0.0 0.0
C -1.088 5.092 2.554 0.0 -0.1 0.0
Ge 0.907 1.423 2.166 -0.3 -0.2 0.1
C 1.464 0.531 3.782 0.1 -0.3 0.4
C 2.678 -0.168 3.812 0.0 0.0 0.1
C 3.096 -0.847 4.950 -0.1 0.1 0.0
C 2.298 -0.844 6.087 0.0 0.0 0.0
C 1.094 -0.153 6.082 0.0 0.0 -0.1
C 0.679 0.527 4.942 0.1 -0.1 0.1
C 2.382 2.204 1.247 0.6 0.3 -0.4
C 2.238 2.567 -0.096 0.1 0.0 0.1
C 3.275 3.192 -0.777 0.0 0.0 0.1
C 4.465 3.469 -0.119 0.0 0.0 0.0
C 4.623 3.119 1.216 -0.1 0.0 0.0
C 3.591 2.485 1.896 -0.1 0.1 -0.1
H -2.977 5.556 3.464 0.0 0.0 0.0
H -3.441 3.209 4.099 0.0 0.0 0.0
H -1.836 1.449 3.559 0.0 -0.1 -0.1
H 0.746 4.362 1.726 0.0 0.0 0.0
H -0.876 6.119 2.287 0.0 0.0 0.0
H 3.330 -0.164 2.944 0.0 0.0 0.0
H 4.044 -1.370 4.953 0.0 0.0 0.0
H 2.621 -1.369 6.976 0.0 0.0 0.0
H 0.479 -0.133 6.972 0.0 0.0 0.0
H -0.255 1.074 4.979 0.0 0.0 0.0
H 1.325 2.328 -0.628 0.0 0.0 0.1
H 3.154 3.443 -1.822 0.0 0.0 0.0
H 5.273 3.956 -0.648 0.0 0.0 0.0
H 5.550 3.340 1.728 0.0 0.0 0.0
H 3.727 2.235 2.940 0.0 0.0 0.0
```
Positions in Å, forces in eV/Å.

- Frontier orbital gap (alpha / beta): 7.77 / 6.28 eV
- Maximum force: 0.031 Eh/bohr
- Total charge: +1
- 2S+1: 2
- Lowest unoccupied orbital energy (alpha / beta): -1.825 / -3.598 eV